Entry from the Open Molecules 2025 dataset: C46H45CoO3PSSb as an isolated structure (ωB97M-V/def2-TZVPD).

CARTESIAN COORDINATES (ANGSTROEM)
Co: 0.23 0.33 -0.06
C: -0.98 2.26 -2.31
O: -0.08 1.18 -1.99
C: 1.12 1.14 -2.79
C: 2.31 1.47 -1.91
O: 2.16 0.65 -0.76
C: 3.24 0.56 0.19
C: 2.78 -0.48 1.19
O: 1.47 -0.15 1.68
C: 1.47 0.49 2.96
H: -1.34 2.13 -3.32
H: -0.47 3.22 -2.20
H: -1.81 2.21 -1.60
H: 1.04 1.84 -3.62
H: 1.21 0.12 -3.17
H: 2.32 2.53 -1.62
H: 3.24 1.22 -2.43
H: 3.41 1.53 0.65
H: 4.15 0.23 -0.32
H: 3.48 -0.56 2.02
H: 2.69 -1.45 0.70
H: 1.86 -0.21 3.71
H: 0.44 0.74 3.20
H: 2.08 1.40 2.94
C: -5.33 -1.98 -1.53
C: -5.40 -2.05 -0.15
C: -4.37 -1.52 0.62
C: -3.28 -0.93 0.01
C: -3.19 -0.89 -1.39
C: -4.22 -1.41 -2.15
P: -2.05 0.01 0.94
C: -2.02 -0.64 2.62
C: -1.70 -1.98 2.83
C: -1.58 -2.49 4.11
C: -1.78 -1.65 5.21
C: -2.09 -0.32 5.01
C: -2.21 0.20 3.73
C: -2.67 1.69 1.07
C: -3.98 2.08 1.21
C: -4.28 3.45 1.40
C: -3.28 4.38 1.44
C: -1.92 4.01 1.29
C: -0.85 4.94 1.30
C: 0.44 4.52 1.12
C: 0.73 3.14 0.94
C: -0.29 2.24 0.88
C: -1.62 2.64 1.09
H: -6.14 -2.38 -2.13
H: -6.25 -2.51 0.33
H: -4.43 -1.56 1.71
H: -2.32 -0.47 -1.86
H: -4.17 -1.37 -3.23
H: -1.57 -2.63 1.97
H: -1.33 -3.53 4.26
H: -1.69 -2.05 6.21
H: -2.26 0.33 5.86
H: -2.46 1.24 3.59
H: -4.78 1.35 1.18
H: -5.31 3.75 1.51
H: -3.52 5.43 1.58
H: -1.07 5.99 1.46
H: 1.25 5.23 1.14
H: 1.77 2.85 0.84
S: 0.38 -1.91 -1.08
Sb: -0.21 -4.02 -0.34
C: -2.26 -4.51 -0.26
C: -2.93 -4.83 0.91
C: -4.21 -5.36 0.84
C: -4.81 -5.58 -0.39
C: -4.14 -5.24 -1.56
C: -2.86 -4.71 -1.50
C: 0.53 -5.32 -1.81
C: 0.45 -6.69 -1.56
C: 0.92 -7.58 -2.51
C: 1.47 -7.11 -3.70
C: 1.55 -5.74 -3.94
C: 1.08 -4.84 -2.99
C: 0.87 -4.52 1.40
C: 0.37 -5.28 2.45
C: 1.21 -5.61 3.51
C: 2.53 -5.19 3.51
C: 3.03 -4.45 2.44
C: 2.20 -4.12 1.39
H: -2.49 -4.65 1.88
H: -4.74 -5.61 1.76
H: -5.80 -6.01 -0.44
H: -4.61 -5.41 -2.52
H: -2.34 -4.48 -2.42
H: 0.02 -7.06 -0.64
H: 0.86 -8.64 -2.32
H: 1.84 -7.81 -4.43
H: 1.98 -5.38 -4.86
H: 1.15 -3.78 -3.18
H: -0.64 -5.65 2.46
H: 0.83 -6.20 4.33
H: 3.18 -5.45 4.33
H: 4.07 -4.15 2.43
H: 2.60 -3.57 0.54

Computed properties:
expectation value of S²	6.01
E_HOMO (alpha / beta)	-12.715 / -13.274	eV
maximum force	0.3	eV/Å
spin multiplicity	5
electronic energy	-118848.209	eV
E_LUMO (alpha / beta)	-4.606 / -7.209	eV
ΔE to the lowest compared entry with this formula, charge and spin	21.2	kJ/mol
net charge	+2

These are the Mulliken partial charges, in e, on atoms 1 to 6:
1 Co 0.075
2 C -0.849
3 O 0.113
4 C -0.860
5 C -0.510
6 O -0.076

---

Entry from the Open Molecules 2025 dataset: one molecule with the formula C3H2N2O3S2 (ωB97M-V/def2-TZVPD).

CARTESIAN COORDINATES (ANGSTROEM)
C: -1.41 0.49 -0.93
C: -0.16 0.47 -0.37
C: -0.09 -0.89 0.17
N: -1.21 -1.51 0.03
N: -2.00 -0.73 -0.68
O: 0.84 2.40 0.84
O: 2.42 -0.34 2.33
O: 3.03 -1.14 -0.02
S: 1.24 1.45 -0.21
S: 2.19 -0.48 0.92
H: -1.87 1.22 -1.47
H: -2.97 -0.93 -0.62

Computed properties:
E_HOMO (alpha / beta)	-9.323 / -9.329	eV
maximum force	3.6	eV/Å
electronic energy	-33931.177	eV
E_LUMO (alpha / beta)	-1.730 / -1.732	eV
ΔE to the lowest compared entry with this formula, charge and spin	105.0	kJ/mol

These are the Mulliken partial charges, in e, on atoms 1 to 6:
1 C -0.673
2 C 0.541
3 C 0.007
4 N -0.666
5 N 0.227
6 O -0.467

---

Entry from the Open Molecules 2025 dataset: C40H37Cl2N3O4P2V as an isolated structure (ωB97M-V/def2-TZVPD).

CARTESIAN COORDINATES (ANGSTROEM)
V: 0.50 -0.46 -0.89
C: 2.47 -2.13 1.23
P: 0.75 -1.50 1.61
C: 0.98 -1.08 3.39
C: 1.12 -2.04 4.39
C: 1.36 -1.67 5.70
C: 1.46 -0.32 6.04
C: 1.32 0.65 5.06
C: 1.08 0.27 3.74
C: -0.32 -2.98 1.75
C: 0.11 -4.29 1.57
C: -0.78 -5.36 1.68
C: -2.12 -5.12 1.96
C: -2.56 -3.81 2.13
C: -1.67 -2.75 2.02
C: 3.19 -1.00 0.56
C: 4.47 -0.50 0.70
C: 4.59 0.60 -0.20
C: 3.36 0.71 -0.84
C: 2.80 1.70 -1.82
P: 1.03 1.83 -1.33
C: 0.17 2.75 -2.64
C: 0.83 3.42 -3.67
C: 0.10 4.04 -4.68
C: -1.28 4.00 -4.68
C: -1.95 3.32 -3.67
C: -1.23 2.69 -2.66
C: 1.04 3.03 0.07
C: 2.20 3.32 0.79
C: 2.15 4.13 1.92
C: 0.94 4.67 2.34
C: -0.22 4.38 1.63
C: -0.17 3.57 0.51
N: 2.50 -0.27 -0.39
H: 2.39 -2.99 0.55
H: 2.99 -2.44 2.13
H: 1.03 -3.09 4.13
H: 1.47 -2.43 6.47
H: 1.65 -0.03 7.07
H: 1.40 1.70 5.32
H: 0.98 1.03 2.97
H: 1.15 -4.49 1.34
H: -0.43 -6.37 1.53
H: -2.82 -5.95 2.03
H: -3.61 -3.61 2.33
H: -2.02 -1.73 2.14
H: 5.23 -0.87 1.38
H: 5.45 1.24 -0.35
H: 2.81 1.29 -2.84
H: 3.34 2.65 -1.82
H: 1.91 3.46 -3.68
H: 0.63 4.56 -5.48
H: -1.85 4.48 -5.47
H: -3.03 3.27 -3.67
H: -1.74 2.12 -1.89
H: 3.15 2.88 0.50
H: 3.06 4.34 2.47
H: 0.89 5.29 3.23
H: -1.18 4.78 1.96
H: -1.08 3.34 -0.02
N: -2.48 -1.15 -4.67
C: -1.66 -0.86 -3.48
C: -0.26 -0.46 -3.88
O: -0.10 -0.18 -5.14
O: 0.69 -0.34 -3.12
H: -3.41 -0.77 -4.56
H: -2.57 -2.15 -4.79
H: -0.99 -0.39 -5.52
H: -1.60 -1.67 -2.77
H: -2.05 -0.01 -2.92
N: -1.10 -0.01 -0.49
C: -2.16 0.39 0.25
C: -3.51 0.12 -0.15
C: -4.60 0.51 0.61
C: -4.44 1.18 1.83
C: -3.13 1.44 2.26
C: -2.03 1.06 1.51
H: -3.66 -0.43 -1.08
H: -5.60 0.28 0.26
H: -5.30 1.49 2.42
H: -2.98 1.96 3.20
H: -1.03 1.28 1.86
Cl: 0.43 -4.10 -4.48
C: 0.36 -4.41 -2.71
Cl: -1.32 -4.76 -2.22
C: 1.05 -3.23 -1.97
O: 2.26 -3.21 -2.11
O: 0.27 -2.48 -1.25
H: 0.93 -5.31 -2.54

Computed properties:
expectation value of S²	2.04
E_HOMO (alpha / beta)	-2.577 / -4.006	eV
maximum force	3.6	eV/Å
spin multiplicity	3
electronic energy	-124055.922	eV
E_LUMO (alpha / beta)	2.395 / 2.391	eV
ΔE to the lowest compared entry with this formula, charge and spin	65.8	kJ/mol
net charge	-1

These are the Mulliken partial charges, in e, on atoms 1 to 6:
1 V 0.066
2 C -0.826
3 P 0.763
4 C 0.499
5 C -0.551
6 C -0.675

---

Entry from the Open Molecules 2025 dataset: one molecule with the formula C21H21ClN4O5 (ωB97M-V/def2-TZVPD).

CARTESIAN COORDINATES (ANGSTROEM)
C: -1.63 0.17 3.69
O: -2.24 1.23 4.39
C: -1.76 2.51 4.08
C: -0.37 2.85 4.65
N: 0.72 2.36 3.85
C: 1.17 3.04 2.78
O: 0.79 4.14 2.45
C: 2.25 2.27 1.99
N: 1.67 1.13 1.31
C: 1.41 -0.03 1.93
O: 1.68 -0.23 3.11
C: 0.74 -1.04 1.05
N: 0.38 -0.59 -0.11
N: -0.25 -1.34 -1.00
C: -0.55 -0.68 -2.21
C: -1.72 -0.91 -2.92
C: -1.95 -0.21 -4.08
C: -1.06 0.75 -4.58
O: -1.48 1.33 -5.73
C: -0.77 2.35 -6.39
C: 0.12 0.97 -3.85
Cl: 1.37 2.10 -4.30
C: 0.36 0.26 -2.69
C: -0.58 -2.69 -0.80
O: -1.12 -3.34 -1.67
C: -0.19 -3.21 0.51
C: -0.48 -4.54 0.81
C: -0.13 -5.07 2.03
C: 0.53 -4.27 2.97
C: 0.83 -2.95 2.69
C: 0.47 -2.40 1.46
H: -0.62 -0.05 4.07
H: -1.57 0.38 2.62
H: -2.26 -0.70 3.85
H: -1.74 2.66 2.99
H: -2.50 3.20 4.51
H: -0.29 2.44 5.66
H: -0.28 3.94 4.69
H: 1.07 1.42 4.00
H: 2.70 2.93 1.26
H: 3.01 1.90 2.69
H: 1.31 1.25 0.38
H: -2.44 -1.63 -2.58
H: -2.85 -0.37 -4.65
H: -0.64 3.23 -5.76
H: -1.39 2.61 -7.25
H: 0.20 2.00 -6.75
H: 1.28 0.44 -2.15
H: -0.99 -5.13 0.06
H: -0.35 -6.09 2.27
H: 0.81 -4.69 3.93
H: 1.34 -2.34 3.41

Computed properties:
E_HOMO	-8.451	eV
maximum force	1.0	eV/Å
SMILES	COCCNC(=O)CNC(=O)c1nn(-c2ccc(OC)c(Cl)c2)c(=O)c2ccccc12
electronic energy	-50838.345	eV
E_LUMO	-0.517	eV
ΔE to the lowest compared entry with this formula, charge and spin	127.2	kJ/mol

These are the Mulliken partial charges, in e, on atoms 1 to 6:
1 C -0.499
2 O -0.442
3 C -0.407
4 C -0.812
5 N -0.053
6 C 0.715

---

Entry from the Open Molecules 2025 dataset: a 2-piece molecular cluster, C17H16BNO2 overall (ωB97M-V/def2-TZVPD).

CARTESIAN COORDINATES (ANGSTROEM)
C: 6.32 1.97 -0.26
O: 5.74 0.67 -0.51
C: 4.38 0.57 -0.53
C: 3.81 -0.72 -0.66
C: 2.43 -0.86 -0.71
C: 1.57 0.29 -0.68
C: 0.14 0.15 -0.79
C: -0.54 -1.03 -1.00
C: -1.73 -1.13 -0.14
C: -2.62 0.00 -0.48
C: -4.02 -0.05 -0.49
C: -4.76 1.13 -0.51
C: -4.08 2.36 -0.49
C: -2.69 2.42 -0.46
C: -1.97 1.23 -0.53
O: -0.59 1.31 -0.65
C: 2.15 1.54 -0.39
C: 3.53 1.70 -0.38
H: 7.38 1.76 -0.26
H: 6.06 2.66 -1.07
H: 6.01 2.38 0.70
H: 4.47 -1.59 -0.72
H: 1.97 -1.85 -0.74
H: -0.08 -1.88 -1.50
H: -2.20 -2.11 -0.26
H: -1.37 -0.89 0.87
H: -4.52 -1.01 -0.53
H: -5.85 1.11 -0.54
H: -4.65 3.29 -0.49
H: -2.15 3.37 -0.39
H: 1.51 2.39 -0.18
H: 3.94 2.70 -0.26
B: -4.13 -4.52 2.94
C: -2.68 -4.20 3.11
N: -1.53 -4.00 3.29
H: -4.87 -3.79 3.55
H: -4.37 -5.36 2.13

Computed properties:
E_HOMO	-7.372	eV
maximum force	4.3	eV/Å
SMILES	COc1ccc(C2=CCc3ccccc3O2)cc1.BC#N
electronic energy	-24146.753	eV
E_LUMO	-1.379	eV
ΔE to the lowest compared entry with this formula, charge and spin	0.0	kJ/mol

These are the Mulliken partial charges, in e, on atoms 1 to 6:
1 C -0.816
2 O -0.448
3 C 0.928
4 C -0.747
5 C -0.447
6 C 0.030

---

Entry from the Open Molecules 2025 dataset: C46H44LuN13O6S as an isolated structure (ωB97M-V/def2-TZVPD).

CARTESIAN COORDINATES (ANGSTROEM)
Lu: 0.66 -0.39 0.03
C: 2.49 0.14 3.15
C: 1.23 0.46 3.94
C: 0.36 1.51 3.30
C: -0.46 2.28 4.12
C: -1.21 3.30 3.57
C: -1.10 3.54 2.21
C: -0.28 2.71 1.47
N: 0.42 1.69 1.98
N: 2.34 -0.96 2.18
C: 2.04 -2.21 2.91
C: 0.59 -2.60 2.92
C: 0.10 -3.34 3.99
C: -1.19 -3.83 3.93
C: -1.94 -3.58 2.79
C: -1.37 -2.82 1.79
N: -0.13 -2.31 1.84
C: 3.62 -1.14 1.48
C: 3.53 -2.24 0.46
C: 4.65 -2.96 0.10
C: 4.53 -3.98 -0.83
C: 3.27 -4.27 -1.33
C: 2.20 -3.50 -0.92
N: 2.32 -2.48 -0.05
H: 2.80 1.03 2.61
H: 3.29 -0.12 3.85
H: 0.64 -0.44 4.12
H: 1.53 0.83 4.92
H: -0.48 2.09 5.18
H: -1.86 3.91 4.19
H: -1.64 4.34 1.72
H: -0.20 2.87 0.40
H: 2.56 -3.03 2.42
H: 2.43 -2.16 3.93
H: 0.73 -3.53 4.85
H: -1.61 -4.41 4.75
H: -2.94 -3.97 2.67
H: -1.92 -2.61 0.88
H: 3.88 -0.20 0.99
H: 4.42 -1.37 2.19
H: 5.61 -2.72 0.55
H: 5.40 -4.55 -1.14
H: 3.12 -5.08 -2.02
H: 1.21 -3.73 -1.28
O: 2.72 7.08 -1.33
N: 2.19 6.59 -2.32
O: 2.13 7.11 -3.41
C: 1.72 5.19 -2.20
C: 0.68 4.85 -2.97
C: 0.10 3.55 -2.87
C: -0.97 3.16 -3.68
C: -1.50 1.91 -3.53
C: -0.96 1.07 -2.56
N: 0.06 1.40 -1.78
C: 0.60 2.63 -1.93
C: 1.75 3.00 -1.12
N: 2.22 2.08 -0.26
C: 3.32 2.39 0.41
C: 4.00 3.60 0.29
C: 3.50 4.56 -0.55
C: 2.33 4.28 -1.27
H: 0.26 5.57 -3.67
H: -1.36 3.86 -4.41
H: -2.33 1.57 -4.14
H: -1.40 0.10 -2.39
H: 3.71 1.65 1.09
H: 4.91 3.77 0.85
H: 3.99 5.51 -0.65
S: 4.03 0.24 -4.16
C: 5.13 0.16 -2.85
C: 4.44 0.00 -1.70
N: 3.06 -0.05 -1.82
C: 2.73 0.06 -3.08
H: 6.19 0.23 -2.99
H: 4.91 -0.06 -0.73
H: 1.71 0.02 -3.43
O: 0.63 -1.46 -2.07
C: -0.48 -2.02 -1.84
O: -1.14 -1.67 -0.82
C: -1.00 -3.08 -2.75
C: -0.30 -3.42 -3.91
C: -0.80 -4.41 -4.74
C: -1.99 -5.06 -4.42
C: -2.65 -4.70 -3.27
C: -2.18 -3.72 -2.42
N: -3.92 -5.39 -2.91
O: -4.45 -5.08 -1.86
O: -4.34 -6.21 -3.70
H: 0.62 -2.91 -4.14
H: -0.27 -4.68 -5.64
H: -2.40 -5.83 -5.06
H: -2.73 -3.46 -1.53
C: -5.20 2.43 2.63
C: -5.89 1.73 1.46
C: -5.92 2.60 0.21
C: -5.29 0.34 1.22
N: -3.83 0.34 1.05
C: -2.90 -0.09 1.90
N: -1.72 0.13 1.37
N: -1.97 0.70 0.17
N: -3.23 0.82 -0.04
H: -5.60 3.44 2.75
H: -4.12 2.52 2.46
H: -5.36 1.90 3.57
H: -6.93 1.53 1.76
H: -4.91 2.82 -0.15
H: -6.42 3.54 0.42
H: -6.46 2.10 -0.60
H: -5.73 -0.12 0.33
H: -5.49 -0.31 2.07
H: -3.10 -0.53 2.87

Computed properties:
E_HOMO	-13.879	eV
maximum force	1.2	eV/Å
electronic energy	-124516.174	eV
E_LUMO	-5.155	eV
ΔE to the lowest compared entry with this formula, charge and spin	40.9	kJ/mol
net charge	+2

These are the Mulliken partial charges, in e, on atoms 1 to 6:
1 Lu 2.971
2 C -1.084
3 C -1.371
4 C 0.883
5 C -1.199
6 C -0.649

---

Entry from the Open Molecules 2025 dataset: C6H13N as an isolated structure (ωB97M-V/def2-TZVPD).

CARTESIAN COORDINATES (ANGSTROEM)
C: 1.13 0.95 0.18
C: -0.02 1.82 0.58
C: 0.96 -1.14 -1.28
C: 0.29 -1.21 1.06
N: 0.38 -0.37 -0.16
C: -1.12 0.61 -0.42
C: -2.30 0.05 -0.08
H: 1.91 0.74 0.93
H: 1.59 1.30 -0.75
H: -0.25 1.81 1.64
H: -0.03 2.80 0.11
H: -1.03 1.07 -1.40
H: 0.32 -2.00 -1.49
H: 1.96 -1.48 -1.02
H: 1.01 -0.51 -2.16
H: -0.39 -2.04 0.88
H: -0.10 -0.61 1.88
H: 1.29 -1.57 1.33
H: -2.44 -0.46 0.87
H: -3.17 0.22 -0.69

Computed properties:
E_HOMO	-6.223	eV
maximum force	2.7	eV/Å
electronic energy	-7918.703	eV
E_LUMO	0.817	eV
ΔE to the lowest compared entry with this formula, charge and spin	398.5	kJ/mol

These are the Mulliken partial charges, in e, on atoms 1 to 6:
1 C -0.443
2 C -0.848
3 C -0.979
4 C -1.211
5 N 0.254
6 C -0.069

---

Entry from the Open Molecules 2025 dataset: one molecule with the formula C3H5N5O (ωB97M-V/def2-TZVPD).

CARTESIAN COORDINATES (ANGSTROEM)
H: -0.90 -2.21 -0.20
N: 0.11 -2.00 -0.23
C: 0.18 -0.76 -0.05
C: 1.46 -0.08 -0.01
O: 2.59 -0.89 0.09
N: 1.59 1.21 0.06
C: 0.33 1.89 -0.11
N: -0.88 1.37 -0.11
N: -0.95 0.04 0.14
N: -2.10 -0.63 0.13
H: 3.42 -0.36 0.19
H: 0.41 3.00 -0.22
H: -2.65 -0.21 -0.65
H: -2.61 -0.37 0.98

Computed properties:
E_HOMO	-8.621	eV
maximum force	4.4	eV/Å
SMILES	[H]/N=c1/c(O)ncnn1N
electronic energy	-12687.731	eV
E_LUMO	0.216	eV
ΔE to the lowest compared entry with this formula, charge and spin	150.9	kJ/mol

These are the Mulliken partial charges, in e, on atoms 1 to 6:
1 H 0.390
2 N -0.638
3 C 0.324
4 C 0.565
5 O -0.449
6 N -0.647